[1]
ORCA calculation (ωB97M-V/def2-TZVPD) on a cluster of 9 separate species, C37H71N10O4P in total at a distorted geometry.

Each line ends with the Mulliken charge.
Element x y z (Å)
P (-0.191, 5.378, -0.051)  0.186
O (2.388, 1.222, -1.791)  -0.598
O (1.100, -0.558, -1.345)  -0.350
O (-0.332, 5.573, 1.409)  -0.898
O (0.763, 1.328, -0.230)  -0.215
N (-1.122, 4.120, -0.662)  0.814
N (1.379, 5.252, -0.596)  0.501
N (-1.891, -3.641, -0.700)  -0.109
N (-4.085, -4.440, 2.416)  -0.575
N (2.121, -3.818, -0.040)  -0.382
N (3.328, 0.353, 4.075)  -0.515
N (8.275, 0.553, -1.799)  -0.420
N (2.525, -1.247, 7.141)  -0.532
N (-4.902, 2.734, -2.123)  -0.484
N (-0.769, 6.692, -0.954)  0.326
C (-2.184, 6.800, -1.312)  -1.109
C (-1.693, -1.992, 3.091)  1.196
C (1.902, -6.271, -0.920)  -0.497
C (-4.041, -4.262, -3.857)  -1.078
C (-1.212, 3.663, -2.035)  -0.557
C (2.553, 0.930, 4.696)  0.227
C (-0.544, 1.656, 3.966)  -0.812
C (-4.145, -4.758, -1.360)  -0.356
C (1.486, 1.619, 5.423)  -0.739
C (-0.240, 0.426, 0.198)  2.073
C (1.504, 0.713, -1.174)  0.560
C (4.856, 0.076, -4.275)  -1.207
C (-2.876, -4.139, -1.014)  -0.010
C (7.617, 1.100, -2.564)  0.294
C (-4.217, 0.758, -3.674)  -0.694
C (0.425, -6.536, -1.295)  -0.238
C (0.211, -0.939, -0.277)  1.345
C (-0.139, 7.992, -0.914)  -1.242
C (-2.297, -1.588, 4.411)  -1.490
C (-2.038, 3.425, 0.257)  -0.803
C (-4.612, 1.858, -2.806)  0.332
C (-3.039, -3.992, 2.563)  -0.105
C (-0.029, -5.892, -2.624)  -0.485
C (-3.191, -0.174, -3.054)  -0.204
C (5.255, 1.365, -3.522)  -0.184
C (-3.718, -0.658, -1.645)  -0.520
C (1.995, -2.417, 3.238)  0.274
C (2.960, -1.901, 6.307)  0.273
C (1.702, 5.400, -2.023)  -1.046
C (2.618, -3.328, 4.285)  -0.949
C (0.100, 1.040, 5.209)  -0.014
C (2.014, -4.897, -0.418)  0.198
C (2.510, 5.440, 0.312)  -1.138
C (3.601, -2.720, 5.279)  -0.576
C (6.745, 1.701, -3.554)  -0.589
C (-4.123, -5.322, -2.804)  -0.614
C (-1.687, -3.466, 2.720)  0.092
H (2.763, 5.597, -2.147)  0.489
H (-5.001, -3.733, -3.912)  0.337
H (-0.212, -6.079, -0.541)  0.048
H (-3.743, 0.166, -0.930)  0.339
H (0.781, -1.517, 0.454)  -0.482
H (-2.025, 2.954, -2.185)  -0.145
H (-2.951, 4.002, 0.444)  0.321
H (-0.515, 8.707, -1.650)  0.454
H (-2.742, 6.012, -0.810)  0.264
H (-2.212, 0.272, -2.902)  0.254
H (4.825, 1.449, -2.528)  0.278
H (-5.145, 0.291, -4.017)  0.434
H (-4.403, -5.624, -0.756)  0.322
H (6.779, 2.792, -3.438)  0.278
H (1.767, -3.720, 4.861)  0.351
H (-1.528, -1.708, 5.194)  0.305
H (0.927, 8.033, -1.177)  0.342
H (-2.613, 7.747, -0.970)  0.443
H (-2.419, -1.630, 2.342)  0.184
H (-4.868, -3.948, -1.238)  0.295
H (0.252, -4.842, -2.531)  0.155
H (0.352, -7.621, -1.364)  0.387
H (1.325, -1.730, 3.784)  -0.531
H (-3.169, -1.155, -3.525)  0.184
H (2.588, -1.672, 2.713)  0.562
H (-3.157, -2.203, 4.672)  0.410
H (1.799, 1.354, 6.446)  0.395
H (3.373, 4.965, -0.152)  0.433
H (0.212, -0.048, 5.216)  -0.126
H (-0.027, 1.370, 3.048)  -0.105
H (2.734, 6.504, 0.454)  0.294
H (1.112, 6.189, -2.488)  0.346
H (2.183, -6.983, -0.144)  0.293
H (2.304, 5.023, 1.295)  0.285
H (2.642, -6.350, -1.718)  0.302
H (4.783, 2.143, -4.130)  0.218
H (-0.200, 8.451, 0.078)  0.314
H (1.509, 2.703, 5.339)  0.430
H (-3.994, -4.575, -4.904)  0.409
H (-3.813, 1.176, -4.603)  0.359
H (-0.585, -1.616, -0.578)  -0.711
H (-1.417, 4.458, -2.759)  0.430
H (-0.526, 1.206, 6.089)  0.372
H (-1.521, 3.234, 1.195)  0.154
H (0.365, -6.312, -3.549)  0.402
H (-1.143, -3.799, 1.831)  -0.079
H (1.236, -2.900, 2.621)  -0.130
H (3.770, 0.042, -4.293)  0.313
H (-0.764, -1.476, 2.852)  -0.578
H (-1.111, -5.965, -2.724)  -0.198
H (-2.308, 6.817, -2.400)  0.299
H (-3.223, -3.566, -3.655)  0.177
H (-0.337, 3.113, -2.405)  0.054
H (-2.447, 2.514, -0.173)  0.056
H (-3.356, -6.098, -2.851)  0.264
H (-1.224, 0.722, -0.164)  -0.650
H (-2.464, -0.528, 4.609)  0.302
H (-5.038, -5.889, -3.007)  0.386
H (7.105, 1.627, -4.583)  0.337
H (-1.157, -4.060, 3.481)  0.384
H (-4.697, -1.098, -1.823)  0.553
H (2.923, -4.317, 3.932)  0.482
H (5.400, -0.069, -5.207)  0.381
H (-1.558, 1.253, 3.851)  0.332
H (5.208, -0.787, -3.695)  0.328
H (4.446, -2.138, 4.910)  0.377
H (-0.312, 0.395, 1.287)  -0.947
H (-2.971, -1.354, -1.268)  -0.538
H (-0.716, 2.731, 3.998)  0.545
H (4.043, -3.555, 5.834)  0.366
H (1.493, 4.445, -2.512)  0.057

Summary:
- structure (SMILES) = CN(C)P(=O)(N(C)C)N(C)C.O=C1OCCO1.CCCC#N.CCCC#N.CCCC#N.CCCC#N.CCCC#N.CCCC#N.CCCC#N
- Kohn-Sham gap (eV) = 8.652
- HOMO energy (eV) = -8.37



[2]
ORCA calculation (ωB97M-V/def2-TZVPD) on a cluster of 6 separate species, C37H75ClNO22P5 in total at a distorted geometry.

Each line ends with the Mulliken charge.
Element x y z (Å)
Cl (6.592, 0.910, 2.121)  -0.168
P (-4.493, 5.186, -4.415)  1.128
P (-2.190, -4.367, 4.248)  1.065
P (-5.790, -5.037, 10.228)  1.220
P (-0.879, -1.489, -7.214)  0.985
P (9.801, -1.737, -3.147)  1.050
O (11.318, -1.139, -2.568)  -0.469
O (10.158, -3.231, -2.551)  -0.277
O (-6.277, -4.539, 11.721)  -0.285
O (8.284, -2.334, -3.726)  -0.424
O (-0.427, -0.967, -5.842)  -0.496
O (-4.426, -5.733, 10.348)  -0.664
O (-3.063, 5.489, -3.942)  -0.629
O (-2.677, -3.869, 5.740)  -0.248
O (5.075, 1.209, -3.242)  -0.641
O (-5.362, 6.585, -4.442)  -0.286
O (-5.008, -3.514, 9.979)  -0.384
O (-0.826, -5.063, 4.367)  -0.671
O (-4.021, 5.452, -6.059)  -0.418
O (-4.964, 4.920, -2.772)  -0.465
O (-2.524, -1.518, -6.679)  -0.468
O (0.766, -1.460, -7.749)  -0.485
O (9.081, -0.920, -2.064)  -0.583
O (-0.850, -3.136, -7.204)  -0.277
O (-2.971, -5.890, 4.496)  -0.491
O (-1.408, -2.844, 3.999)  -0.274
O (-6.571, -6.560, 10.477)  -0.488
O (3.284, 0.729, 2.204)  -0.590
N (-3.017, 1.191, 0.611)  0.239
C (-2.902, -0.996, -5.419)  -0.586
C (2.286, 5.882, -1.601)  -0.753
C (1.118, 4.280, 0.146)  0.547
C (-2.670, 5.672, -6.415)  -0.485
C (2.710, 0.278, -0.243)  -0.264
C (-2.547, -0.196, 0.991)  -0.227
C (11.309, -3.864, -3.078)  -0.649
C (1.036, 4.095, -3.306)  0.364
C (-7.674, -4.483, 11.945)  -0.670
C (-3.604, -3.417, 9.831)  -0.445
C (-0.621, 3.901, 2.246)  -0.647
C (2.574, 4.809, -0.388)  0.008
C (3.149, 0.412, -1.662)  0.655
C (-0.596, -3.772, -8.443)  -0.668
C (-4.074, -3.813, 5.964)  -0.596
C (2.051, 0.103, -2.873)  -0.855
C (-0.004, -2.747, 3.851)  -0.619
C (7.055, -1.852, -3.217)  -0.463
C (5.832, 0.993, -0.762)  -0.253
C (4.718, 0.898, -1.972)  0.500
C (0.954, 4.212, 1.776)  -0.602
C (-2.892, -1.081, -0.354)  -0.465
C (3.786, 0.627, 0.954)  0.312
C (-4.355, 5.673, -1.734)  -0.483
C (-3.581, -0.098, -1.504)  -0.386
C (-2.822, 2.346, 1.615)  -0.864
C (5.405, 0.848, 0.671)  -0.026
C (-2.374, -6.858, 5.346)  -0.561
C (-6.754, 6.469, -4.214)  -0.647
C (0.947, 1.357, -2.918)  0.319
C (1.812, -1.736, -6.829)  -0.291
C (-1.464, 3.149, 1.059)  0.785
C (2.209, 5.222, -3.100)  -0.809
C (11.490, -0.877, -1.182)  -0.549
C (-3.620, 1.390, -0.771)  -0.317
C (1.742, 2.627, -3.585)  -0.319
C (-5.974, -7.528, 11.327)  -0.568
H (-6.979, 6.798, -3.196)  0.230
H (6.247, -2.283, -3.815)  0.271
H (1.722, 2.447, -4.764)  0.316
H (3.250, 4.800, -3.482)  0.316
H (-2.505, -1.619, -4.613)  0.288
H (-4.286, 6.729, -2.000)  0.402
H (-3.104, -3.654, 10.774)  0.279
H (-3.134, -7.602, 5.601)  0.249
H (-2.054, -0.483, 2.014)  0.265
H (0.293, 5.035, -0.244)  0.052
H (1.380, 5.190, 2.282)  0.341
H (-2.578, 0.043, -5.314)  0.321
H (-2.624, -2.226, -0.414)  0.275
H (-2.619, 1.931, 2.697)  0.285
H (-0.533, 3.272, 3.253)  0.301
H (6.920, -2.170, -2.180)  0.265
H (1.953, 6.120, -3.844)  0.308
H (0.239, -1.714, 3.586)  0.265
H (0.205, 4.082, -2.483)  0.041
H (0.434, -4.135, -8.454)  0.229
H (12.119, -3.799, -2.347)  0.227
H (0.496, -2.984, 4.793)  0.261
H (-7.973, -5.340, 12.554)  0.229
H (3.226, 6.618, -1.613)  0.292
H (-1.161, 4.914, 2.574)  0.245
H (6.982, 1.185, -1.011)  0.280
H (0.072, 1.011, -3.654)  0.131
H (-1.566, -7.372, 4.821)  0.230
H (-4.973, 5.578, -0.837)  0.271
H (-4.311, -2.893, 6.507)  0.269
H (3.163, 3.862, -0.805)  -0.070
H (-7.286, 7.115, -4.920)  0.249
H (-3.925, -0.395, -2.597)  0.244
H (2.718, -1.955, -7.400)  0.292
H (-3.780, 3.016, 1.527)  0.243
H (3.196, 5.265, 0.503)  0.406
H (0.919, 3.242, -0.404)  -0.591
H (11.027, 0.077, -0.920)  0.222
H (12.561, -0.796, -0.983)  0.253
H (-4.373, -4.670, 6.573)  0.159
H (1.577, 3.293, 2.197)  0.080
H (11.081, -1.686, -0.574)  0.296
H (1.362, 6.589, -1.338)  0.297
H (-2.605, 5.692, -7.507)  0.266
H (0.479, 4.374, -4.325)  0.009
H (-0.763, 2.279, 0.639)  -0.160
H (-2.008, -6.403, 6.268)  0.288
H (0.483, 1.557, -1.863)  -0.304
H (2.010, -0.858, -6.210)  -0.019
H (-8.234, -4.493, 11.003)  0.332
H (-7.101, 5.438, -4.347)  0.328
H (-3.994, -1.015, -5.357)  0.293
H (-3.252, -4.063, 9.022)  0.174
H (-2.328, 6.639, -6.036)  0.244
H (2.621, 0.040, -3.912)  0.080
H (-6.734, -8.272, 11.581)  0.251
H (-1.273, -4.625, -8.550)  0.257
H (-7.911, -3.563, 12.488)  0.256
H (-1.773, 3.884, 0.172)  -0.120
H (-3.361, -2.384, 9.567)  0.236
H (-4.008, 2.409, -1.211)  0.356
H (-5.166, -8.042, 10.802)  0.232
H (6.995, -0.763, -3.309)  0.228
H (1.532, -0.945, -2.686)  0.366
H (-5.608, -7.073, 12.249)  0.296
H (0.348, -3.393, 3.042)  0.312
H (11.082, -4.919, -3.263)  0.251
H (-2.033, 4.859, -6.056)  0.227
H (-3.367, 5.266, -1.504)  0.055
H (-4.634, -3.823, 5.023)  0.366
H (-0.750, -3.090, -9.286)  0.335
H (2.894, 2.654, -3.303)  -0.174
H (1.603, -0.052, -0.029)  0.368
H (11.629, -3.401, -4.018)  0.332
H (1.573, -2.602, -6.208)  0.295

Summary:
- structure (SMILES) = O=C1C=C(CCCCCCCCCCCCn2cccc2)C(=O)C=C1Cl.COP(=O)(OC)OC.COP(=O)(OC)OC.COP(=O)(OC)OC.COP(=O)(OC)OC.COP(=O)(OC)OC
- Kohn-Sham gap (eV) = 4.575
- HOMO energy (eV) = -7.74



[3]
ORCA calculation (ωB97M-V/def2-TZVPD) on a cluster of 5 separate species, C37H77BCl2NO2 in total at a distorted geometry.

Each line ends with the Mulliken charge.
Element x y z (Å)
Cl (-0.096, 2.448, -4.465)  -0.220
Cl (-0.142, 3.603, 2.105)  -0.143
O (2.750, 2.549, -0.261)  -0.803
O (2.245, 1.479, 1.806)  -0.497
N (0.798, 1.048, -0.232)  0.988
C (2.989, 3.360, -10.214)  -0.331
C (-4.635, -1.063, 3.733)  -0.525
C (-0.672, 1.972, 1.617)  0.471
C (-2.159, 1.816, 1.980)  -1.134
C (6.319, -6.576, -1.889)  -0.754
C (-2.852, 3.643, 8.572)  -0.505
C (3.585, -5.060, -1.869)  -1.183
C (1.182, 1.993, -8.986)  -0.858
C (-5.449, -1.340, 2.470)  -0.608
C (-7.420, -3.556, 3.462)  -1.187
C (-4.777, 0.367, 4.246)  -1.041
C (2.078, -2.398, 0.450)  -1.117
C (6.255, -8.909, -0.853)  -1.196
C (1.591, 2.444, -7.585)  0.183
C (5.718, -5.831, -0.696)  -0.803
C (1.038, 1.170, -1.740)  -0.752
C (-3.496, 3.427, 7.204)  -0.773
C (5.866, -8.028, -2.036)  -0.352
C (2.047, 4.449, -10.720)  -1.191
C (4.192, -5.787, -0.671)  -0.138
C (-1.656, 4.655, 5.875)  -0.330
C (-0.033, 0.482, -2.588)  -0.916
C (-0.327, -1.040, 0.593)  -0.473
C (-0.255, -2.377, 0.971)  -1.113
C (-7.584, -2.060, 3.717)  -0.420
C (0.951, -3.068, 0.914)  -0.758
C (-0.465, 1.772, 0.114)  -1.802
C (-2.518, 3.401, 6.030)  -0.177
C (2.013, -1.065, 0.077)  -0.541
C (3.953, 3.097, 0.310)  -0.736
C (2.651, 1.553, -6.945)  -1.128
C (-1.876, 2.538, 8.965)  -1.180
C (-0.970, 1.488, -3.244)  -0.669
C (2.307, 2.006, -10.022)  -0.778
C (-6.961, -1.185, 2.631)  -0.844
C (-2.467, 5.920, 5.609)  -1.292
C (0.809, -0.378, 0.159)  1.134
B (1.999, 1.744, 0.483)  0.929
H (-0.660, -0.196, -2.014)  0.315
H (-2.810, 2.170, 1.188)  0.362
H (-4.047, 2.481, 7.217)  0.328
H (5.784, -8.575, 0.074)  0.281
H (0.703, 2.443, -6.948)  -0.021
H (-6.370, -3.853, 3.450)  0.272
H (7.409, -6.552, -1.796)  0.389
H (-2.393, 0.776, 2.195)  0.321
H (4.783, -8.073, -2.186)  0.231
H (-0.388, 2.747, -0.352)  0.780
H (-3.075, 5.811, 4.708)  0.283
H (3.004, -2.948, 0.393)  0.514
H (-2.328, 2.378, 2.890)  0.056
H (-1.861, 2.530, 6.122)  0.365
H (3.954, -4.033, -1.929)  0.241
H (-4.910, -1.765, 4.523)  0.459
H (-1.807, 6.776, 5.465)  0.395
H (-7.863, -3.837, 2.505)  0.295
H (1.905, 2.217, 2.334)  0.286
H (-5.115, -0.662, 1.675)  0.253
H (1.245, 4.653, -10.009)  0.282
H (3.821, -5.561, -2.808)  0.395
H (2.923, -0.597, -0.277)  0.374
H (1.013, -4.095, 1.224)  0.489
H (1.058, 2.221, -1.990)  0.823
H (-3.131, 6.156, 6.441)  0.323
H (3.783, -6.798, -0.613)  0.292
H (-1.400, 2.178, -2.529)  0.271
H (0.777, 0.978, -8.927)  0.402
H (5.946, -9.940, -1.023)  0.375
H (3.727, 3.859, 1.043)  0.310
H (-8.649, -1.827, 3.777)  0.391
H (1.949, 3.477, -7.611)  0.227
H (-1.032, 4.799, 6.761)  0.339
H (7.336, -8.905, -0.704)  0.301
H (4.584, 2.323, 0.725)  0.307
H (3.801, 3.236, -10.934)  0.372
H (-2.372, 1.565, 8.974)  0.289
H (2.497, -5.022, -1.783)  0.341
H (2.879, 1.893, -5.932)  0.311
H (-7.163, -1.807, 4.694)  0.235
H (6.087, -6.037, -2.812)  0.311
H (6.105, -4.806, -0.697)  0.351
H (-3.578, -1.255, 3.512)  0.326
H (2.001, 0.724, -1.930)  0.439
H (-1.336, 1.284, -0.296)  0.454
H (1.897, 1.677, -10.981)  0.392
H (0.430, -0.064, -3.400)  0.504
H (-7.915, -4.135, 4.241)  0.384
H (-1.030, 2.481, 8.277)  0.274
H (-4.475, 1.083, 3.477)  0.150
H (4.494, 3.571, -0.498)  0.284
H (-2.342, 4.610, 8.601)  0.248
H (3.582, 1.561, -7.511)  0.361
H (6.073, -6.283, 0.233)  0.368
H (-7.436, -1.416, 1.673)  0.416
H (-5.222, -2.351, 2.117)  0.375
H (2.301, 0.519, -6.880)  0.271
H (0.358, 2.623, -9.333)  0.334
H (6.315, -8.437, -2.944)  0.382
H (-1.792, 1.004, -3.756)  0.495
H (-3.092, 3.250, 5.107)  0.065
H (-4.246, 4.205, 7.038)  0.389
H (-3.645, 3.696, 9.321)  0.395
H (-5.801, 0.597, 4.537)  0.444
H (1.593, 4.161, -11.670)  0.298
H (2.588, 5.383, -10.878)  0.376
H (3.456, 3.685, -9.280)  0.235
H (-1.128, -2.898, 1.326)  0.506
H (-1.474, 2.716, 9.963)  0.389
H (-0.146, 1.232, 2.203)  0.570
H (-4.143, 0.525, 5.121)  0.298
H (-7.201, -0.138, 2.838)  0.335
H (-0.968, 4.495, 5.040)  0.177
H (3.063, 1.265, -9.750)  0.304
H (-1.290, -0.566, 0.654)  0.603
H (3.878, -5.279, 0.248)  0.202

Summary:
- total charge = +1
- Kohn-Sham gap (eV) = 10.094
- HOMO energy (eV) = -12.32